<P>
Below is C9H7NO in the gas phase, with properties calculated with the ωB97M-V functional and the def2-TZVPD basis.

Properties
- LUMO energy: 0.0160 Eh
- Total charge: 0
- SMILES string: Oc1cccc2cccnc12
- HOMO-LUMO gap: 8.698 eV

Each line ends with the Löwdin charge.
Atoms and positions in Å:
O (2.11992, -1.53659, -0.43825)  0.07
C (0.79528, -1.27873, -0.33175)  -0.26
C (-0.17809, -2.23321, -0.50834)  -0.03
C (-1.54479, -1.90668, -0.37459)  -0.09
C (-1.93105, -0.62777, -0.07757)  -0.05
C (-0.94763, 0.37739, 0.11526)  -0.16
C (-1.27146, 1.71822, 0.44443)  -0.02
C (-0.27155, 2.63014, 0.62280)  -0.06
C (1.07125, 2.19928, 0.47710)  -0.14
N (1.42635, 0.97757, 0.17129)  0.13
C (0.42921, 0.06122, -0.00414)  -0.16
H (2.23803, -2.46885, -0.67274)  0.11
H (0.11096, -3.25868, -0.74511)  0.11
H (-2.29151, -2.68410, -0.50983)  0.10
H (-2.97821, -0.36495, 0.02546)  0.11
H (-2.31545, 2.00400, 0.53518)  0.11
H (-0.49415, 3.66596, 0.87832)  0.10
H (1.87956, 2.91720, 0.61657)  0.11

<Q>
Below is a molecular structure, C9H7NO, with properties calculated with the ωB97M-V functional and the def2-TZVPD basis.

Properties
- LUMO energy: 0.0015 Eh
- Total charge: 0
- HOMO-LUMO gap: 8.641 eV

Each line ends with the Löwdin charge.
Atoms and positions in Å:
C (-2.06813, -0.04852, -0.01111)  -0.35
C (-1.84197, 1.34031, 0.00711)  -0.11
C (-0.66032, 1.78034, -0.06034)  -0.07
C (0.47721, 0.86939, 0.00042)  -0.22
C (2.73079, 0.58077, -0.05387)  -0.19
C (2.65945, -0.76916, -0.01287)  -0.05
C (1.35546, -1.38947, -0.08291)  0.02
C (0.29363, -0.48677, -0.07725)  -0.18
C (-1.07373, -1.00968, -0.09555)  0.03
H (-3.85208, -1.35966, 0.52524)  0.22
H (-3.07989, 1.84682, -0.12904)  0.22
H (-0.54315, 3.08304, -0.09692)  0.20
H (3.74037, 0.81411, -0.02540)  0.08
H (3.54682, -1.75608, 0.17694)  0.20
H (1.53437, -2.21548, -0.20044)  -0.04
H (-1.52874, -2.27576, 0.21878)  0.22
N (1.73918, 1.49438, 0.01349)  0.14
O (-3.42926, -0.49858, -0.09629)  -0.12

Energetically preferred structure: <P> | next structure: +171.3 kcal/mol